# 1
Computed, not measured: a molecular structure, C28H24Br5N7O8S2SeW, with wB97M-V/def2-TZVPD.

Total energy, eV: -495276.2761
HOMO-LUMO gap, eV: 5.8
Total charge: +2
LUMO energy, eV: -7.585
Highest occupied orbital energy, eV: -13.415
Energy above the lowest of the compared OMol25 structures with the same formula, charge and spin, kcal per mole: 24.00

Element x y z (Å)
W: -0.082 -0.200 -0.031
Br: -6.637 -1.331 -2.035
C: -4.805 -1.507 -1.679
C: -4.151 -2.728 -1.917
Br: -5.103 -4.203 -2.572
C: -2.781 -2.860 -1.675
Br: -1.817 -4.429 -1.988
C: -2.103 -1.746 -1.211
O: -0.786 -1.700 -0.896
C: -2.755 -0.550 -0.926
O: -1.953 0.369 -0.359
C: -4.108 -0.410 -1.174
Br: -4.881 1.260 -0.843
C: 3.525 2.265 0.255
O: 2.146 2.067 0.594
C: 1.708 2.578 1.767
C: 2.481 3.306 2.661
C: 1.960 3.666 3.898
Br: 3.044 4.632 5.093
C: 0.684 3.294 4.280
C: -0.112 2.600 3.375
C: 0.399 2.289 2.121
O: -0.402 1.498 1.277
C: -1.394 2.008 3.771
N: -1.529 1.199 4.769
C: -2.835 0.722 4.700
C: -3.501 -0.157 5.549
C: -4.819 -0.448 5.253
C: -5.462 0.117 4.144
C: -4.809 0.986 3.288
C: -3.486 1.266 3.587
N: -2.531 2.070 2.951
H: 3.767 3.326 0.196
H: 3.655 1.800 -0.718
H: 4.174 1.775 0.983
H: 3.501 3.560 2.417
H: 0.298 3.521 5.263
H: -1.317 1.424 1.684
H: -3.002 -0.575 6.413
H: -5.376 -1.117 5.894
H: -6.498 -0.130 3.955
H: -5.313 1.418 2.434
H: -2.803 2.929 2.489
C: -1.041 -4.253 1.775
N: -0.520 -3.389 2.832
C: 0.242 -3.810 3.892
C: 0.568 -2.713 4.623
N: 0.000 -1.644 3.987
C: -0.635 -2.057 2.880
S: -1.558 -1.055 1.815
H: -1.164 -5.254 2.177
H: -0.344 -4.264 0.942
H: -2.007 -3.874 1.449
H: 0.473 -4.849 4.048
H: 1.129 -2.615 5.535
H: 0.032 -0.676 4.283
C: 1.291 4.871 -1.293
C: 0.124 3.957 -0.906
C: 0.057 2.731 -1.747
N: 0.106 1.489 -1.383
N: -0.110 0.565 -2.365
C: -0.260 1.120 -3.536
N: -0.466 0.438 -4.662
S: -0.166 2.856 -3.458
H: 1.353 5.703 -0.593
H: 1.158 5.290 -2.291
H: 2.236 4.331 -1.274
H: -0.825 4.485 -1.034
H: 0.185 3.669 0.137
H: -0.421 -0.568 -4.645
H: -0.560 0.897 -5.552
O: 3.862 -1.193 0.924
Se: 2.364 -1.496 0.617
O: 1.236 -0.470 1.468
O: 1.687 -0.686 -0.793
O: 1.687 -2.915 0.649

# 2
Computed, not measured: a molecular structure, C28H24Cl3F5Ge2N6O6W, with wB97M-V/def2-TZVPD.

Total energy, eV: -216665.5692
HOMO-LUMO gap (alpha / beta), eV: 5.1 / 5.1
⟨S²⟩: 0.779
Total charge: -1
LUMO energy (alpha / beta), eV: 1.363 / 1.439
Highest occupied orbital energy (alpha / beta), eV: -3.729 / -3.707
Spin multiplicity: 2
Energy above the lowest of the compared OMol25 structures with the same formula, charge and spin, kcal per mole: 119.41

Element x y z (Å)
W: -0.864 0.997 0.855
O: 5.257 0.540 0.374
C: 3.903 0.577 0.554
C: 3.098 -0.491 0.173
C: 1.711 -0.394 0.357
N: 1.142 0.766 0.855
C: 1.953 1.819 1.199
C: 3.340 1.751 1.083
C: 1.131 2.961 1.586
O: 1.518 3.964 2.174
O: -0.155 2.763 1.186
C: 0.674 -1.333 0.025
O: 0.787 -2.413 -0.561
O: -0.544 -0.842 0.397
H: 5.489 -0.327 0.018
H: 3.507 -1.390 -0.260
H: 3.959 2.585 1.364
Cl: -2.895 4.886 1.868
Ge: -2.872 2.599 1.454
Cl: -5.045 2.583 0.906
Cl: -2.083 2.940 -0.711
C: -1.100 -1.903 2.751
Ge: -2.663 -0.785 2.158
C: -4.008 -2.249 1.784
C: -3.448 0.087 3.810
C: -2.824 0.332 0.553
H: -1.394 -2.451 3.644
H: -0.197 -1.336 2.953
H: -0.875 -2.623 1.969
H: -3.942 -3.040 2.524
H: -3.829 -2.697 0.809
H: -5.021 -1.859 1.791
H: -3.315 -0.575 4.659
H: -4.512 0.241 3.659
H: -2.999 1.047 4.050
H: -3.811 0.192 0.111
F: 2.246 3.182 6.847
C: 1.538 2.666 5.828
C: 2.001 1.519 5.167
F: 3.137 0.926 5.574
C: 1.277 0.980 4.120
F: 1.723 -0.128 3.484
C: 0.057 1.531 3.700
O: -0.734 0.956 2.792
C: -0.379 2.684 4.392
F: -1.573 3.195 4.023
C: 0.340 3.250 5.425
F: -0.137 4.322 6.064
C: -1.542 -1.036 -2.244
C: -0.699 0.167 -2.405
N: -0.303 0.956 -1.404
C: 0.509 1.916 -1.967
C: 0.584 1.709 -3.305
N: -0.185 0.605 -3.577
C: -0.511 0.131 -4.910
N: -0.345 -1.267 -5.071
N: -1.419 -2.092 -5.284
N: -1.011 -3.293 -5.422
C: 0.341 -3.331 -5.299
C: 1.259 -4.382 -5.372
C: 2.593 -4.060 -5.227
C: 3.027 -2.756 -4.993
C: 2.135 -1.701 -4.897
C: 0.800 -2.012 -5.063
H: -2.288 -0.857 -1.464
H: -0.912 -1.867 -1.895
H: -2.027 -1.330 -3.171
H: 0.949 2.705 -1.379
H: 1.104 2.249 -4.069
H: 0.139 0.681 -5.603
H: -1.564 0.357 -5.127
H: 0.926 -5.396 -5.530
H: 3.334 -4.843 -5.291
H: 4.081 -2.562 -4.879
H: 2.458 -0.694 -4.690

# 3
Computed, not measured: a molecular structure, C28H24F5HfN4OS2Se, with wB97M-V/def2-TZVPD.

Total energy, eV: -139338.2709
HOMO-LUMO gap, eV: 6.6
Total charge: +1
LUMO energy, eV: -4.125
Highest occupied orbital energy, eV: -10.692
Energy above the lowest of the compared OMol25 structures with the same formula, charge and spin, kcal per mole: 38.74

Element x y z (Å)
Hf: 0.175 -0.297 0.536
C: -0.955 -4.209 -4.051
S: -1.873 -2.703 -3.530
C: -1.070 -2.188 -2.053
S: -1.524 -0.640 -1.497
N: -0.130 -2.957 -1.496
N: 0.364 -2.528 -0.287
C: 1.330 -3.247 0.189
C: 1.679 -2.976 1.569
C: 2.328 -3.840 2.409
C: 2.480 -3.494 3.767
C: 2.248 -2.202 4.154
C: 1.683 -1.326 3.253
N: 1.317 -1.758 2.043
H: -1.209 -4.125 -5.076
H: -1.495 -5.075 -3.512
H: 0.081 -4.048 -3.990
H: 1.808 -4.031 -0.331
H: 2.605 -4.840 2.145
H: 2.815 -4.203 4.491
H: 2.536 -1.934 5.168
H: 1.470 -0.280 3.528
O: -1.408 -0.784 2.150
C: -2.122 0.193 2.905
C: -3.546 0.346 2.376
C: -3.486 0.636 0.864
C: -2.614 1.836 0.473
C: -3.147 3.059 0.196
C: -2.381 4.091 -0.286
C: -1.068 3.911 -0.476
C: -0.532 2.676 -0.174
N: -1.307 1.663 0.300
H: -1.675 -1.715 2.184
H: -1.584 1.218 2.711
H: -2.031 -0.113 3.960
H: -3.974 1.200 2.967
H: -4.190 -0.515 2.552
H: -4.463 0.811 0.430
H: -3.106 -0.296 0.407
H: -4.257 3.186 0.253
H: -2.885 5.036 -0.505
H: -0.450 4.671 -0.878
H: 0.506 2.443 -0.384
C: 2.947 3.406 3.155
C: 3.495 2.525 2.141
C: 2.680 1.608 1.430
C: 1.361 1.359 1.713
C: 0.776 2.363 2.645
C: 1.559 3.285 3.288
H: 3.572 4.143 3.629
H: 4.525 2.487 1.736
H: 3.167 1.043 0.673
H: -0.290 2.434 2.738
H: 1.104 4.056 3.889
F: 0.075 0.275 -7.378
C: 0.307 0.123 -6.068
C: 1.120 -0.947 -5.630
F: 1.453 -1.814 -6.568
C: 1.434 -1.032 -4.294
F: 2.124 -2.067 -3.856
C: 1.019 -0.035 -3.373
Se: 1.791 0.208 -1.621
C: 0.213 0.958 -3.852
F: -0.274 1.873 -3.055
C: -0.166 1.053 -5.198
F: -0.934 2.045 -5.602